# 1
The following is a DFT calculation (ωB97M-V with the def2-TZVPD basis set) of a cluster of 9 separate species, C34H52Cl2O16 in total in a non-equilibrium geometry.

Values from the calculation:
**Strongest force on any atom**: 3.123 eV/A
**Spin multiplicity**: 1
**SMILES string**: O=C1CCCO1.O=C1CCCO1.O=C1CCCO1.O=C1CCCO1.O=C1CCCO1.O=C1CCCO1.O=C1CCCO1.O=C1CCCO1.ClCCCl
**HOMO energy**: -0.36406 hartree

Each line ends with the Löwdin charge.
Atoms and positions in Å:
O 2.87732 -23.04612 -2.76295  0.11
C 3.46669 -24.07837 -2.67613  -0.50
C 3.45741 -24.95447 -1.43063  -0.07
C 4.25796 -26.17145 -1.89989  -0.16
C 5.11687 -25.63682 -3.04284  -0.11
O 4.33686 -24.51885 -3.61689  0.03
H 3.99302 -24.35127 -0.65371  0.09
H 2.46155 -25.21278 -1.07186  0.12
H 4.85280 -26.68044 -1.11345  0.11
H 3.56975 -26.98050 -2.21967  0.12
H 6.04504 -25.24697 -2.63887  0.11
H 5.35641 -26.35359 -3.83600  0.13
O 4.24748 -16.50393 0.90384  0.09
C 3.73811 -17.01126 1.88193  -0.50
C 2.89280 -16.28023 2.91834  -0.07
C 2.30936 -17.41535 3.69990  -0.13
C 3.20763 -18.66299 3.41457  -0.09
O 3.77068 -18.34265 2.09165  -0.01
H 3.54703 -15.64094 3.54176  0.12
H 2.20153 -15.55082 2.46579  0.14
H 2.32371 -17.29591 4.77186  0.11
H 1.26059 -17.56914 3.43797  0.12
H 4.07570 -18.71532 4.09773  0.11
H 2.93985 -19.69586 3.34381  0.10
O 4.16344 -21.58606 4.63230  0.11
C 5.22708 -21.49300 5.18076  -0.48
C 5.99125 -22.49178 5.99781  -0.05
C 7.33712 -21.76812 6.24046  -0.13
C 7.02555 -20.28837 5.94858  -0.16
O 5.90520 -20.30828 5.06850  -0.02
H 5.38066 -22.64234 6.89624  0.14
H 6.08301 -23.46395 5.58856  0.11
H 7.70680 -21.82555 7.27097  0.12
H 8.12698 -22.07243 5.57740  0.10
H 6.75300 -19.79107 6.84310  0.11
H 7.84848 -19.69602 5.51948  0.13
O -1.48309 -19.63885 0.95558  0.09
C -0.63129 -20.48843 0.76739  -0.46
C -0.28791 -21.74656 1.49470  -0.09
C 0.72964 -22.41102 0.56592  -0.14
C 1.29787 -21.22067 -0.27675  -0.16
O 0.26211 -20.23375 -0.24091  0.02
H 0.10834 -21.52294 2.48783  0.13
H -1.19903 -22.39871 1.67631  0.15
H 1.53784 -22.93115 1.10184  0.11
H 0.16023 -22.97964 -0.14423  0.10
H 2.23612 -20.92741 0.17497  0.07
H 1.44666 -21.50877 -1.31456  0.11
O 8.48239 -19.61592 -2.65103  0.11
C 7.42256 -19.72076 -3.20601  -0.42
C 6.86344 -19.05998 -4.50867  -0.05
C 5.45860 -19.62034 -4.51606  -0.15
C 5.50012 -20.93300 -3.74179  -0.14
O 6.56192 -20.69976 -2.82880  -0.01
H 7.01514 -18.00353 -4.49720  0.11
H 7.51046 -19.47471 -5.25461  0.12
H 4.77627 -18.88801 -4.06184  0.13
H 5.16615 -19.72543 -5.56689  0.12
H 4.57686 -21.24868 -3.23656  0.12
H 5.73138 -21.73918 -4.44638  0.13
O 9.29306 -26.30864 -1.90438  0.12
C 8.80305 -25.42529 -1.25934  -0.52
C 8.15474 -25.45900 0.09873  -0.10
C 8.19137 -24.03307 0.58531  -0.18
C 8.03006 -23.31251 -0.76911  -0.14
O 8.69617 -24.17340 -1.72211  0.03
H 7.09984 -25.76350 -0.04791  0.13
H 8.64881 -26.19705 0.70294  0.12
H 7.39930 -23.89119 1.31378  0.07
H 9.19981 -23.94278 0.97523  0.12
H 6.96118 -23.28242 -1.08525  0.11
H 8.39528 -22.30268 -0.86017  0.11
O 7.69213 -17.49499 -0.04807  0.11
C 8.86015 -17.55775 -0.29962  -0.47
C 9.69812 -16.77465 -1.26821  -0.10
C 11.05939 -16.99285 -0.77810  -0.15
C 10.93256 -18.43133 -0.16124  -0.14
O 9.60732 -18.52776 0.36496  0.00
H 9.56271 -17.37333 -2.16311  0.12
H 9.31528 -15.75377 -1.36004  0.14
H 11.91266 -16.84650 -1.43330  0.12
H 11.23704 -16.33087 0.05169  0.11
H 10.97680 -19.15394 -0.97929  0.12
H 11.61759 -18.61361 0.67522  0.13
O 5.26750 -14.01923 5.38750  0.10
C 5.94156 -14.59964 4.56692  -0.47
C 6.32089 -14.12910 3.17355  -0.06
C 7.38051 -15.19760 2.77664  -0.13
C 6.89340 -16.43867 3.47368  -0.15
O 6.35065 -15.90716 4.71791  0.00
H 5.46343 -14.12838 2.49292  0.13
H 6.67488 -13.11737 3.21187  0.11
H 7.46743 -15.22477 1.71216  0.10
H 8.33479 -14.99817 3.31135  0.13
H 6.06735 -17.01429 3.02941  0.11
H 7.71794 -17.12782 3.57492  0.12
Cl 4.69756 -22.00145 0.75810  0.62
C 5.80536 -20.67104 0.32551  -0.59
C 6.52864 -20.12932 1.54317  -0.60
Cl 7.59901 -21.35399 2.26566  0.63
H 5.12642 -19.87202 -0.04453  0.09
H 6.38232 -21.01543 -0.51838  0.03
H 5.77796 -19.99691 2.34104  0.04
H 7.06044 -19.22570 1.39986  0.03

# 2
The following is a DFT calculation (ωB97M-V with the def2-TZVPD basis set) of a cluster of 3 separate species, C34H52F5N3O14P2S2 in total in a non-equilibrium geometry.

Values from the calculation:
**Strongest force on any atom**: 6.640 eV/A
**Spin multiplicity**: 1
**SMILES string**: Cc1c(S(=O)(=O)C(F)(F)C(F)(F)F)cc2c(c1CCN)Sc1c(ccc(ON=O)c1CCCCOC=O)N2.CCOP(=O)(OCC)OCC.CCOP(=O)(OCC)OCC
**HOMO energy**: -0.32745 hartree

Each line ends with the Löwdin charge.
Atoms and positions in Å:
C 0.76004 -1.33902 -4.58301  -0.01
C 0.46758 -2.70301 -3.96963  -0.17
C 1.18421 -3.83998 -4.34011  -0.22
S 2.47996 -3.80674 -5.54601  0.77
O 2.07101 -3.26958 -6.80911  -0.25
O 2.99856 -5.14026 -5.66801  -0.27
C 3.81327 -2.75976 -4.75687  -0.45
F 3.45337 -2.63419 -3.45570  0.10
F 3.84522 -1.52998 -5.26762  0.14
C 5.21923 -3.41980 -4.75487  -0.59
F 5.25061 -4.40221 -3.86686  0.19
F 6.09749 -2.48855 -4.35109  0.17
F 5.58974 -3.84709 -5.94753  0.20
C 0.90324 -5.06329 -3.74296  0.03
C -0.06887 -5.15146 -2.77170  -0.25
C -0.76553 -3.99737 -2.39219  -0.35
C -0.53265 -2.75978 -2.98915  -0.19
C -1.33608 -1.54707 -2.57858  -0.15
C -2.52146 -1.40373 -3.57681  -0.26
N -3.67392 -0.71991 -2.96631  0.00
S -1.96648 -4.21928 -1.09414  1.08
C -1.06256 -5.36114 -0.06023  -0.36
C -0.33880 -6.34410 -0.73293  -0.27
C 0.42022 -7.26908 -0.03270  0.01
C 0.44456 -7.16378 1.35211  0.01
C -0.28154 -6.18708 2.00877  -0.25
O -0.19437 -6.19724 3.40249  -0.07
N -1.33874 -6.88515 3.95242  0.02
O -1.00693 -7.74718 4.64712  0.12
C -1.05739 -5.24740 1.32877  -0.16
C -1.81377 -4.15735 2.05538  -0.14
C -0.91079 -3.28991 2.96269  -0.16
C -0.44950 -1.98068 2.26663  -0.15
C 1.05491 -2.00070 2.00865  -0.20
O 1.77575 -2.07680 3.23879  -0.01
C 3.08849 -2.28822 3.07431  -0.36
O 3.74605 -2.72995 3.96329  0.09
N -0.33964 -6.42277 -2.16729  0.05
H 1.26998 -0.76171 -3.79966  0.10
H -0.14678 -0.79176 -4.81807  0.08
H 1.44941 -1.41620 -5.41709  0.06
H 1.44165 -5.96232 -4.01605  0.13
H -1.81148 -1.72348 -1.61452  0.07
H -0.73874 -0.63738 -2.58630  0.11
H -2.20112 -0.86257 -4.46953  0.10
H -2.82527 -2.39708 -3.92833  0.12
H -4.04105 -0.07072 -3.65283  0.06
H -4.43840 -1.36600 -2.81139  0.06
H 0.96598 -8.03631 -0.56383  0.12
H 1.04892 -7.86057 1.92122  0.12
H -2.53058 -4.67430 2.70317  0.12
H -2.38438 -3.51678 1.38603  0.08
H -0.02950 -3.84271 3.28501  0.10
H -1.42667 -3.01149 3.88385  0.12
H -0.99244 -1.76242 1.34472  0.11
H -0.61818 -1.12323 2.92779  0.11
H 1.25624 -2.83457 1.32326  0.13
H 1.33101 -1.08623 1.46727  0.12
H 3.59512 -2.01884 2.13437  0.15
H -1.24804 -6.73333 -2.50849  0.14
C 5.70662 -0.24985 -0.51140  -0.07
C 4.55283 0.33634 -1.30630  -0.27
O 3.46825 0.74314 -0.46846  -0.21
P 3.63375 2.06009 0.46937  0.54
O 3.65350 3.21540 -0.46123  -0.21
O 2.12272 2.14765 1.09099  -0.21
C 1.31224 3.30757 0.90966  -0.29
C 0.42091 3.17138 -0.30865  -0.07
O 4.13352 1.22792 1.79673  -0.21
C 4.99862 1.91327 2.73050  -0.26
C 4.33383 3.13218 3.34078  -0.08
H 6.19932 0.51767 0.09159  0.07
H 6.45253 -0.68086 -1.18020  0.08
H 5.35252 -1.02166 0.17179  0.07
H 4.89293 1.17931 -1.91479  0.12
H 4.15338 -0.41997 -1.98163  0.10
H 1.92771 4.20519 0.85015  0.11
H 0.69558 3.40610 1.80639  0.10
H 0.97986 2.84908 -1.18671  0.07
H -0.07186 4.11849 -0.53382  0.08
H -0.34928 2.41749 -0.13174  0.07
H 5.92548 2.19558 2.22384  0.11
H 5.25365 1.19524 3.50821  0.12
H 4.13751 3.89876 2.58424  0.07
H 4.97350 3.57205 4.10599  0.08
H 3.37659 2.86451 3.78741  0.09
C -2.07731 4.24246 3.37225  -0.07
C -2.22422 4.38896 1.86675  -0.29
O -3.55982 4.71459 1.48341  -0.19
P -4.12438 6.20674 1.80015  0.54
O -3.38287 7.11597 0.89061  -0.22
O -5.58642 6.11670 1.07559  -0.21
C -5.95581 7.02199 0.03619  -0.30
C -5.63706 6.44913 -1.33058  -0.07
O -4.80865 5.80062 3.23869  -0.19
C -4.91733 6.83372 4.24214  -0.27
C -5.78337 7.99173 3.78401  -0.08
H -2.20320 5.20492 3.87573  0.07
H -1.08800 3.85861 3.62611  0.07
H -2.83414 3.56672 3.76942  0.09
H -1.53254 5.14480 1.48148  0.11
H -1.98221 3.44221 1.38542  0.11
H -5.47878 7.99157 0.17932  0.10
H -7.03224 7.18256 0.12474  0.12
H -4.61691 6.06990 -1.37960  0.07
H -5.76839 7.20609 -2.10562  0.08
H -6.29957 5.61091 -1.55323  0.08
H -3.91671 7.18580 4.50838  0.11
H -5.34925 6.36849 5.12670  0.12
H -5.32734 8.51998 2.94076  0.07
H -5.92136 8.70842 4.59388  0.08
H -6.75854 7.63498 3.45396  0.09